The following is a quantum chemistry calculation of C27H25N3O11PSZn as an isolated structure at a distorted geometry, from OMol25.

Structure (XYZ):
```
69
Properties=species:S:1:pos:R:3:forces:R:3:mulliken_charge:R:1
Zn 1.2654 0.3084 0.2088 0.1716 0.0823 -0.1137 0.994
S -2.4520 -5.4782 -2.4994 0.0643 -0.1595 -0.0635 1.279
P -0.2898 2.3618 0.9645 -0.0652 0.2017 0.1736 0.791
O -1.6660 -6.2125 -1.5365 -0.0313 -0.0031 -0.1164 -0.683
O -2.5219 -5.9355 -3.8664 0.0386 -0.0202 0.0963 -0.690
O 2.6508 1.6263 -0.4587 -0.0025 -0.0482 0.1510 -1.022
O 5.2647 -0.3072 2.9531 0.0366 -0.0355 0.0505 -0.704
O 2.6764 -0.3930 1.4181 0.0820 0.0548 -0.0286 -1.066
O -1.0522 -2.2167 -5.1872 -0.3547 0.1932 0.0732 -0.643
O -0.4334 -0.5285 0.8292 -0.1135 -0.0096 0.1445 -0.409
O -2.1982 -0.8942 2.1411 -0.0475 -0.0109 0.0075 -0.734
O 5.2636 3.1140 -0.3750 0.0275 0.0760 -0.0100 -0.697
O -0.1123 -0.2929 -5.4808 -0.3457 0.2535 0.0861 -0.619
O 6.7927 1.9783 1.8813 0.0847 0.0275 0.0268 -0.647
N -0.3991 -1.2560 -4.8021 1.0216 -0.5954 -0.1969 1.067
N 1.0860 -0.8067 -1.5659 0.0322 -0.0617 -0.0742 -0.259
N 0.1665 -2.4573 -2.6926 -0.0277 -0.0791 -0.0607 0.335
C -2.2970 6.5269 0.6594 0.0214 -0.0336 0.0053 -0.424
C -1.0298 4.0447 0.8951 -0.0457 -0.0840 -0.0763 0.570
C -1.6471 4.4209 -0.2974 0.0126 0.0097 -0.0210 -0.466
C 0.1907 -1.3327 -3.5030 -0.4355 0.0459 -0.1064 0.076
C -1.6750 6.1678 1.8478 0.0189 -0.0300 -0.0085 -0.630
C 0.7661 -0.3261 -2.7938 0.0398 0.0556 0.1360 -0.851
C 0.7314 -2.0837 -1.5266 0.0015 0.0381 0.2002 1.080
C -1.0468 4.9350 1.9668 -0.0029 -0.0157 0.0111 -0.364
C -4.1016 -5.3160 -1.8711 -0.0947 -0.0472 0.0378 -0.466
C -1.8655 -3.8057 -2.5067 0.1215 0.1197 -0.0130 -0.441
C 1.9803 3.3356 2.2211 -0.0211 -0.0122 -0.0043 -0.337
C -1.4270 -0.1465 1.5621 0.2236 -0.0212 -0.2367 0.305
C 1.8228 1.6675 4.4291 -0.0182 -0.0044 -0.0082 -0.734
C 5.7333 1.5770 1.4688 -0.1183 -0.0502 -0.0605 0.516
C -1.6775 1.3694 1.6405 0.1013 0.0744 0.0328 -0.938
C 3.6935 0.3907 1.2559 -0.1049 -0.0446 0.0322 1.275
C 3.6806 1.4173 0.2930 -0.0228 -0.0239 -0.0926 0.890
C -4.7986 -6.6721 -1.9010 0.0151 0.0326 0.0160 -1.253
C 2.9749 3.3686 3.1841 -0.0414 -0.0253 0.0246 -0.763
C 0.8152 1.6459 3.4723 -0.0114 -0.0366 0.0489 -0.310
C 0.9239 -2.9772 -0.3533 -0.0065 0.0122 -0.0542 -1.564
C 4.9312 0.4112 2.0319 -0.0492 0.0865 -0.1060 -0.067
C 4.9283 2.1778 0.3237 -0.0789 -0.1019 0.1017 -0.077
C 0.8808 2.4822 2.3632 0.0141 0.0285 -0.0602 0.342
C 2.8986 2.5286 4.2907 0.0244 0.0200 -0.0348 -0.481
C -2.2833 5.6492 -0.4154 0.0230 -0.0150 0.0264 -0.624
C -0.3986 -3.7829 -2.9335 -0.0519 0.0907 0.0243 -1.477
H 3.8314 4.0178 3.0509 -0.0052 -0.0045 -0.0064 0.427
H 0.0008 0.9403 3.5819 0.0029 0.0064 0.0231 0.244
H 1.4597 -3.8848 -0.6361 0.0043 0.0090 -0.0056 0.636
H -0.0344 -3.2529 0.0892 0.0107 0.0213 -0.0076 0.242
H 1.4986 -2.4467 0.4041 0.0091 -0.0026 -0.0150 0.138
H -1.6173 3.7462 -1.1463 -0.0035 0.0089 0.0122 0.365
H 3.6970 2.5211 5.0222 -0.0123 0.0065 -0.0221 0.374
H -1.6772 6.8511 2.6881 0.0040 -0.0072 -0.0019 0.385
H 0.1771 -4.4927 -2.3451 -0.0083 -0.0150 0.0444 0.470
H -2.7822 7.4909 0.5686 0.0042 -0.0135 0.0050 0.366
H -4.8609 -7.0517 -2.9199 0.0025 0.0227 0.0066 0.344
H -5.8073 -6.5730 -1.5023 0.0067 0.0039 -0.0030 0.379
H -2.5513 1.5764 1.0187 -0.0162 0.0295 -0.0135 0.521
H -4.6003 -4.5797 -2.5038 -0.0269 -0.0324 0.0305 0.384
H 2.0752 3.9471 1.3302 -0.0003 0.0010 0.0068 0.407
H 0.9491 0.6945 -3.0858 0.0014 -0.0296 0.0007 0.592
H -4.0015 -4.9225 -0.8584 -0.0481 0.0008 -0.0178 0.396
H -2.4812 -3.2366 -3.2029 0.0155 0.0188 0.0166 0.439
H -2.7555 5.9262 -1.3497 0.0044 -0.0104 0.0011 0.379
H -1.9821 -3.4242 -1.4902 0.0138 0.0383 -0.0201 0.439
H -0.5607 4.6663 2.8967 0.0077 -0.0151 -0.0042 0.378
H -0.3025 -4.0344 -3.9830 0.0128 -0.0052 0.0017 0.424
H -1.9382 1.6480 2.6614 -0.0575 -0.0016 0.0226 0.468
H 1.7769 0.9874 5.2701 -0.0047 0.0063 -0.0152 0.379
H -4.2580 -7.3977 -1.2939 -0.0015 0.0298 0.0011 0.344
```
Forces are in eV/Å.

Calculated values
relative energy (zero: lowest compared OMol25 entry of this formula, charge and spin) = 0.0 kcal per mole
total charge = -1
total energy = -123941.0817 eV
lowest unoccupied orbital energy = 0.97 eV
E_HOMO = -4.459 eV
gap between HOMO and LUMO = 5.4 eV